1.
DFT (the ωB97M-V functional and the def2-TZVPD basis) results for a structure of composition C25H26Cl2N2OS3SbTi.

charge: +1

XYZ file:
```
61
Properties=species:S:1:pos:R:3:lowdin_charge:R:1
Ti 0.54203 0.66875 -0.27811 0.305
C 2.36701 0.03420 2.70769 -0.008
C 2.54143 -0.24735 1.25734 -0.290
N 2.55927 0.77325 0.43130 -0.053
N 3.11139 0.51145 -0.81528 -0.048
C 2.70571 1.23504 -1.80948 -1.067
S 1.31023 2.29594 -1.80772 0.583
S 3.48184 1.17783 -3.36071 0.964
C 5.00053 0.21926 -3.02071 -0.382
C 4.98267 -1.15606 -3.62742 -0.297
C 5.67973 -1.40815 -4.80255 -0.043
C 5.66657 -2.67430 -5.37166 -0.072
C 4.95409 -3.69872 -4.76865 -0.080
C 4.25914 -3.45462 -3.59065 -0.073
C 4.27340 -2.19177 -3.01996 -0.038
C 2.62243 -1.62706 0.76968 -0.124
C 3.43510 -2.60315 1.34204 0.000
C 3.40362 -3.90006 0.86970 -0.054
C 2.52693 -4.24160 -0.15511 -0.053
C 1.68946 -3.29421 -0.71722 0.000
C 1.73238 -1.98593 -0.25852 -0.309
O 0.88614 -1.06148 -0.77298 -0.276
H 2.07143 1.06986 2.86628 0.090
H 3.33577 -0.11666 3.19588 0.107
H 1.65258 -0.65063 3.16059 0.090
H 5.12521 0.19048 -1.93996 0.080
H 5.79861 0.82567 -3.44686 0.080
H 6.24065 -0.61105 -5.27678 0.115
H 6.21592 -2.85879 -6.28537 0.108
H 4.94507 -4.68621 -5.21064 0.106
H 3.71137 -4.25485 -3.11160 0.095
H 3.74196 -2.00036 -2.09177 0.094
H 4.11169 -2.33418 2.14350 0.125
H 4.05296 -4.64919 1.30069 0.114
H 2.49003 -5.26311 -0.51029 0.117
H 0.99295 -3.54983 -1.50474 0.129
Cl -0.11030 2.82114 1.01426 0.754
C -1.19518 2.34499 2.30239 -0.603
C -1.70381 3.32819 3.12562 -0.091
C -2.56311 2.95159 4.14332 -0.055
C -2.89317 1.61730 4.31823 -0.087
C -2.36459 0.65229 3.47747 -0.677
Cl -2.79146 -1.00006 3.72637 0.710
C -1.49062 0.99348 2.43531 -0.647
S -0.81361 -0.24866 1.40234 0.698
H -1.43319 4.36353 2.97139 0.116
H -2.97767 3.70087 4.80289 0.119
H -3.56329 1.31180 5.10943 0.115
C -3.53861 -0.28057 -1.28642 -0.289
Sb -1.73497 0.58336 -1.99850 1.326
C -2.40681 2.33768 -2.98672 -0.287
C -1.20734 -0.68517 -3.61769 -0.273
H -4.22577 -0.43922 -2.11567 0.019
H -3.99850 0.38095 -0.55447 0.015
H -3.31116 -1.23094 -0.80773 0.011
H -3.21662 2.08001 -3.66709 0.020
H -1.58114 2.76656 -3.55152 0.009
H -2.76142 3.06674 -2.26092 0.014
H -1.92486 -0.58228 -4.42934 0.020
H -1.19848 -1.71486 -3.26504 0.014
H -0.21176 -0.42215 -3.97053 0.014
```

---

2.
DFT (the ωB97M-V functional and the def2-TZVPD basis) results for a cluster of 3 separate species, CH5O4 in total in a non-equilibrium geometry.

charge: -1

XYZ file:
```
10
Properties=species:S:1:pos:R:3:lowdin_charge:R:1
O -0.28703 -1.18422 -1.78475 -0.126
C -0.27974 -0.00491 -1.37683 -0.612
O -0.62413 0.48810 -0.21075 -0.200
H 0.13754 0.87404 -2.16978 0.117
H 0.67217 1.56282 0.86771 0.096
H 1.68417 2.51090 0.33297 -0.039
O 1.15431 2.52007 1.09908 -0.156
H -0.62920 -1.78543 0.60388 -0.049
H -1.29762 -2.80242 1.18814 0.071
O -0.53048 -2.17895 1.45033 -0.104
```

---

3.
DFT (the ωB97M-V functional and the def2-TZVPD basis) results for an isolated molecule of C6H10O in a non-equilibrium geometry.

charge: 0

XYZ file:
```
17
Properties=species:S:1:pos:R:3:lowdin_charge:R:1
C -2.12904 0.28503 -0.03062 -0.040
C -0.86702 -0.07803 0.73314 -0.293
C -0.14515 -1.33809 0.24019 -0.143
C 1.32520 -1.10763 0.04023 -0.100
C 1.89923 0.07706 -0.14041 -0.087
C 1.15310 1.36414 -0.09823 -0.224
O -0.10430 1.22866 0.52784 -0.177
H -2.98706 0.59184 0.57476 0.077
H -2.43692 -0.39478 -0.83300 0.075
H -1.60153 1.17395 -0.41880 0.088
H -1.00145 -0.11283 1.81952 0.139
H -0.57160 -1.69500 -0.71130 0.116
H -0.28756 -2.17510 0.94179 0.119
H 1.94836 -1.99346 0.01226 0.099
H 2.96682 0.14679 -0.31964 0.103
H 1.72746 2.11890 0.46586 0.122
H 1.07968 1.79227 -1.12323 0.126
```

---

| no. | total energy (eV) |
| --- | --- |
| 1 | -118573.990 |
| 2 | -9309.173 |
| 3 | -8429.723 |